[1]
{"formula": "C11H15N", "method": "ωB97M-V with the def2-TZVPD basis set", "species": ["C", "C", "C", "C", "C", "C", "C", "C", "C", "N", "H", "H", "H", "H", "H", "H", "H", "H", "H", "C", "C", "H", "H", "H", "H", "H", "H"], "positions_angstrom": [[2.4103, 1.0447, -2.4091], [-0.7923, 0.7776, -0.2917], [0.1429, 0.3098, -1.3981], [1.2560, 1.1773, -1.4750], [1.1186, 2.0827, -0.3899], [-1.9891, 0.1372, -0.0897], [-2.4105, -0.8765, -0.9160], [-0.2778, -0.7455, -2.1940], [-1.5629, -1.3615, -1.9457], [-0.0597, 1.8796, 0.2901], [-0.4490, 2.3858, 1.0384], [-2.5767, 0.3655, 0.8348], [1.8058, 2.8784, -0.1667], [-3.3908, -1.4282, -0.9174], [0.3245, -1.0538, -3.0727], [2.9967, 1.8153, -2.9565], [2.1738, 0.4194, -3.2898], [-1.7686, -2.2340, -2.5081], [3.2474, 0.4406, -1.9224], [0.4895, -0.4393, 2.9208], [-0.5479, -1.5491, 3.1231], [0.4481, 0.2915, 3.7506], [1.4998, -0.7570, 2.6742], [0.3150, 0.0501, 1.9313], [-0.9194, -1.6358, 4.0946], [-0.1709, -2.6093, 2.9456], [-1.3126, -1.3651, 2.3393]], "atomic_forces_ev_per_a": [[2.2011, -1.9256, -0.8695], [4.4437, 0.4088, -2.3285], [-2.7030, 0.6712, 1.2945], [0.2399, 2.2395, 2.1715], [-0.0951, -1.4086, -2.0864], [-1.2265, 0.8054, 2.3708], [0.0763, -2.1354, -2.0820], [-1.5995, -0.9500, -0.2425], [2.3280, 2.1652, 0.7508], [-1.3657, -2.5036, -1.5166], [0.0281, 0.7883, 0.7743], [0.2751, 0.0930, -1.0554], [-0.1170, 0.1667, 0.3296], [0.9823, 0.9985, 0.8654], [-0.3808, -0.0038, 0.8030], [-1.0275, 0.6478, 1.1114], [-0.4446, -0.0390, 0.5186], [-0.6759, -0.5403, -0.5423], [-0.9847, 0.6204, -0.3549], [0.0124, 0.4841, -1.0333], [0.9548, -1.3668, -2.5685], [0.3313, -0.2473, -0.6131], [0.3120, -0.4149, 0.9872], [-0.4538, 0.0968, 1.0429], [-0.9421, 0.4270, 1.4927], [-0.1002, 1.3624, -0.1617], [-0.0686, -0.4398, 0.9420]], "smiles": "Cc1c[nH]c2ccccc12.CC", "homo_ev": -7.64, "e_above_lowest_kcal_mol": 39.1, "e_lumo_ev": 0.93, "orbital_gap_ev": 8.566}



[2]
{"formula": "C34H59BBr2NO11S4", "method": "ωB97M-V with the def2-TZVPD basis set", "species": ["C", "C", "C", "O", "O", "C", "C", "C", "C", "C", "C", "C", "C", "N", "C", "C", "C", "Br", "C", "C", "Br", "C", "B", "C", "O", "H", "H", "H", "H", "H", "H", "H", "H", "H", "H", "H", "H", "H", "H", "H", "H", "H", "H", "H", "H", "H", "H", "H", "H", "H", "H", "H", "C", "C", "C", "S", "O", "O", "C", "H", "H", "H", "H", "H", "H", "H", "H", "C", "C", "C", "S", "O", "O", "C", "H", "H", "H", "H", "H", "H", "H", "H", "C", "C", "C", "S", "O", "O", "C", "H", "H", "H", "H", "H", "H", "H", "H", "C", "C", "C", "S", "O", "O", "C", "H", "H", "H", "H", "H", "H", "H", "H"], "positions_angstrom": [[-5.1488, -0.5155, -1.0969], [-4.2384, 0.3297, -0.5183], [-4.1966, 0.5835, 0.9292], [-5.1107, 0.4223, 1.6982], [-2.9747, 1.0275, 1.3766], [-1.9096, 0.0893, 1.2173], [-1.3394, -0.3698, 2.5509], [-0.2432, -1.4055, 2.2630], [1.1611, -0.8056, 2.0476], [2.1608, -1.9706, 1.9237], [2.4468, -2.3734, 0.4405], [2.3145, -3.8574, 0.2438], [3.1569, -4.6707, 0.9612], [3.0793, -5.9998, 0.8456], [2.1803, -6.5893, 0.0511], [1.2974, -5.8387, -0.6812], [0.2635, -6.5481, -1.5387], [1.0733, -8.1175, -2.3753], [-0.8894, -7.0745, -0.6467], [-1.7928, -8.1193, -1.3114], [-1.9600, -5.6085, 0.0230], [1.3561, -4.4349, -0.6041], [0.4288, -3.4504, -1.4567], [0.7811, -3.1198, -2.9545], [-0.6618, -2.8855, -0.8868], [-4.8611, -1.4383, -1.5913], [-6.2091, -0.2720, -1.0811], [-3.5106, 0.8215, -1.1606], [-1.0984, 0.5460, 0.6427], [-2.2522, -0.8023, 0.6884], [-2.1397, -0.8196, 3.1383], [-0.9142, 0.4729, 3.0926], [-0.1958, -2.1549, 3.0544], [-0.4944, -1.9138, 1.3279], [1.4524, -0.1456, 2.8631], [1.1261, -0.2597, 1.1031], [1.7102, -2.8314, 2.4240], [3.0973, -1.7803, 2.4455], [3.4818, -2.0876, 0.2501], [1.8012, -1.8190, -0.2363], [3.8892, -4.2721, 1.6504], [3.7353, -6.5475, 1.3991], [2.1922, -7.6677, 0.0375], [-0.0994, -5.8763, -2.3114], [-0.3962, -7.5312, 0.2095], [-1.4633, -9.1277, -1.0751], [-2.7906, -8.0293, -0.8903], [-1.8411, -7.9869, -2.3888], [0.5600, -2.0723, -3.1722], [0.1633, -3.7169, -3.6306], [1.8242, -3.3065, -3.2083], [-0.9361, -2.0943, -1.3665], [1.9279, 5.4523, 2.9290], [2.2600, 5.1685, 4.4002], [1.5200, 3.8844, 4.7975], [1.3454, 2.9224, 3.2892], [-0.0533, 2.8133, 2.9606], [2.1773, 1.7423, 3.3593], [2.0998, 4.1239, 2.1989], [2.5727, 6.2220, 2.5090], [0.8945, 5.7937, 2.8412], [3.3362, 5.0230, 4.5094], [1.9753, 5.9973, 5.0455], [2.0710, 3.2945, 5.5252], [0.5188, 4.0912, 5.1703], [1.6070, 4.0877, 1.2301], [3.1518, 3.8591, 2.0957], [-3.1993, 5.8108, -2.8901], [-2.8194, 5.3901, -1.4636], [-3.5436, 4.0709, -1.1605], [-3.7654, 3.2579, -2.7491], [-5.1734, 3.1725, -3.0369], [-2.9174, 2.0856, -2.8133], [-3.0498, 4.5579, -3.7467], [-2.5670, 6.6156, -3.2577], [-4.2361, 6.1542, -2.9092], [-1.7393, 5.2397, -1.4054], [-3.0827, 6.1545, -0.7350], [-2.9656, 3.4190, -0.5081], [-4.5319, 4.2367, -0.7364], [-3.5744, 4.6095, -4.6981], [-2.0002, 4.3104, -3.9066], [2.6113, -5.4589, 6.6282], [1.5462, -6.0730, 5.7078], [2.0542, -5.9366, 4.2657], [3.8526, -5.9336, 4.3779], [4.3382, -4.6466, 3.9342], [4.3697, -7.1455, 3.7819], [3.9514, -6.0186, 6.1559], [2.4298, -5.7006, 7.6731], [2.6060, -4.3717, 6.5276], [1.4158, -7.1279, 5.9540], [0.5796, -5.5876, 5.8274], [1.7404, -6.7670, 3.6365], [1.7486, -4.9919, 3.8165], [4.8125, -5.4481, 6.4956], [4.0656, -7.0676, 6.4275], [-0.6178, 8.5581, -8.0229], [-0.6207, 7.0365, -7.8223], [0.0440, 6.7522, -6.4690], [-0.2524, 8.2069, -5.4505], [1.0079, 8.8393, -5.1655], [-1.1710, 7.8761, -4.3863], [-1.1051, 9.1543, -6.7063], [-1.2540, 8.8580, -8.8536], [0.3966, 8.9024, -8.2338], [-1.6500, 6.6728, -7.8119], [-0.1005, 6.5217, -8.6281], [-0.3816, 5.8844, -5.9713], [1.1215, 6.6336, -6.5625], [-0.8639, 10.2073, -6.5843], [-2.1743, 8.9956, -6.5685]], "atomic_forces_ev_per_a": [[-0.1808, 0.5866, 0.4418], [0.0651, -0.2766, -0.6253], [-1.6641, 1.4206, 0.1792], [0.3962, -0.0717, -0.1216], [-0.0385, -0.2496, -0.1255], [0.4652, -0.0151, 0.3034], [0.1095, -0.2260, -0.2269], [0.1483, 0.5034, -0.1478], [-0.2796, -0.8734, 0.2557], [-0.3125, 0.0138, -0.3958], [0.3420, -0.0632, 0.8128], [-0.2334, 0.2948, -0.3364], [0.2226, 0.1278, 0.0735], [0.1330, 0.2969, 0.1979], [0.1428, -0.3827, 0.3194], [-0.1102, 0.2997, -0.4700], [-0.1937, -0.0808, 0.9047], [0.1003, 0.2048, -0.3333], [0.3453, -0.6965, -0.4751], [-0.2758, 0.2232, 0.3518], [0.1399, 0.1473, 0.1074], [-0.2631, -0.2359, 0.2222], [-0.1536, 0.0282, -0.6140], [0.3417, 0.0699, 0.2673], [0.5515, 0.2798, 0.3721], [0.1958, 0.8824, -1.6053], [-0.2424, -1.0581, 1.5538], [1.3214, -1.3898, 0.3526], [-0.1606, 0.1398, -0.1851], [-0.1212, 0.0759, -0.1597], [-0.0372, 0.0827, 0.0793], [-0.1847, 0.0847, 0.0900], [-0.0397, 0.0078, 0.0740], [-0.1108, -0.3880, 0.1802], [-0.1738, -0.0576, -0.2634], [0.2721, 0.4037, 0.1666], [0.0741, -0.0560, 0.0880], [0.0549, 0.1481, -0.0804], [-0.0435, 0.0590, -0.3919], [-0.0289, -0.0071, -0.0584], [0.0794, -0.1463, 0.0463], [-0.1080, -0.2088, -0.0023], [0.0378, -0.0448, -0.0576], [-0.0449, -0.1822, -0.2042], [-0.2058, 0.1105, 0.2311], [0.2277, -0.0127, -0.1958], [-0.0887, 0.0068, -0.1274], [-0.0853, -0.0016, -0.0444], [-0.0213, 0.0167, -0.0920], [-0.0386, -0.0502, 0.0027], [0.0105, -0.0217, -0.0856], [-0.3612, -0.1540, -0.1285], [-0.0578, -0.0293, 0.0949], [0.0196, -0.0243, -0.0752], [0.1072, 0.2308, 0.1826], [0.2748, 0.2476, 0.0450], [-0.0187, -0.1828, -0.0428], [-0.0681, 0.2033, 0.0730], [0.0713, 0.2482, -0.0711], [-0.0026, 0.0033, -0.0091], [-0.0008, -0.0019, -0.0343], [0.0015, -0.0144, -0.0104], [-0.0050, -0.0062, 0.0135], [-0.0647, -0.1086, -0.0319], [-0.0494, -0.0686, -0.0808], [-0.0447, -0.1227, 0.0248], [-0.0070, -0.0512, 0.0164], [-0.0397, 0.0334, 0.1287], [-0.0116, -0.0361, -0.0868], [0.1793, 0.2018, 0.1915], [0.1888, 0.2980, 0.0311], [0.0111, -0.2384, -0.0381], [-0.1356, -0.1024, -0.0899], [0.0586, 0.2903, -0.0220], [-0.0460, -0.0416, 0.0149], [-0.0109, -0.0318, -0.0344], [0.0036, -0.0052, -0.0127], [0.0008, -0.0057, 0.0142], [-0.0945, -0.1060, -0.0172], [-0.0522, -0.0660, -0.0834], [-0.0490, -0.1322, 0.0179], [-0.0082, -0.0521, 0.0147], [-0.0686, 0.0425, -0.1525], [0.0564, -0.0162, 0.0596], [-0.2662, -0.0060, 0.1630], [-0.2521, -0.0761, 0.3460], [0.0584, -0.0681, -0.2316], [0.0380, 0.1597, -0.4205], [-0.0812, 0.0388, 0.2675], [0.0143, -0.0021, 0.0072], [0.0314, 0.0046, 0.0295], [0.0164, -0.0079, -0.0123], [-0.0031, 0.0034, -0.0119], [0.0914, 0.0082, -0.0566], [0.0969, 0.0346, 0.0035], [0.0597, -0.0111, -0.1229], [0.0267, -0.0199, -0.0621], [0.0750, -0.0792, 0.0414], [-0.0311, 0.0566, 0.0223], [-0.0612, -0.1804, -0.2513], [-0.1382, 0.0095, -0.2018], [0.0110, -0.0281, 0.1427], [0.1685, 0.0464, 0.0616], [-0.0592, 0.0622, -0.2501], [0.0003, 0.0094, -0.0025], [-0.0078, 0.0331, 0.0020], [-0.0058, 0.0112, 0.0133], [0.0033, -0.0110, 0.0038], [0.0440, 0.0367, 0.1114], [0.0205, 0.0845, 0.0731], [0.0320, -0.0184, 0.1298], [0.0046, -0.0104, 0.0552]], "charge": 1, "homo_ev": -9.89, "e_lumo_ev": -3.36, "orbital_gap_ev": 6.530}



[3]
{"formula": "C18H37N6PPtS3", "method": "ωB97M-V with the def2-TZVPD basis set", "species": ["Pt", "C", "C", "S", "C", "C", "S", "C", "C", "S", "H", "H", "H", "H", "H", "H", "H", "H", "H", "H", "H", "H", "C", "P", "C", "C", "H", "H", "H", "H", "H", "H", "H", "H", "H", "C", "C", "N", "C", "C", "N", "H", "H", "H", "H", "H", "H", "C", "C", "C", "C", "N", "C", "N", "N", "N", "H", "H", "H", "H", "H", "H", "H", "H", "H", "H"], "positions_angstrom": [[-0.6364, -1.3358, -0.0114], [-1.0855, 4.5494, 1.4343], [-0.2371, 4.2430, 0.2016], [-0.0016, 2.4635, -0.1064], [-0.9371, 2.1507, -1.6362], [-2.4491, 2.2527, -1.5013], [-3.1515, 0.9404, -0.4499], [-4.0834, 1.8890, 0.7915], [-3.2235, 2.6719, 1.7843], [-2.8710, 4.3629, 1.1833], [-0.9476, 5.5966, 1.7036], [-0.7882, 3.9287, 2.2786], [0.7640, 4.6463, 0.3623], [-0.6563, 4.6997, -0.6943], [-0.6568, 1.1323, -1.9187], [-0.5835, 2.8437, -2.4005], [-2.9024, 2.1609, -2.4894], [-2.7403, 3.2068, -1.0710], [-4.6717, 1.1348, 1.3152], [-4.7669, 2.5540, 0.2638], [-2.2842, 2.1604, 1.9839], [-3.7749, 2.7875, 2.7174], [-0.4501, -4.9441, -0.1158], [0.4389, -3.3923, 0.1373], [0.9355, -3.5027, 1.8782], [1.9725, -3.6030, -0.8202], [0.2166, -5.7568, 0.1756], [-0.7334, -5.0622, -1.1618], [-1.3522, -4.9718, 0.4953], [1.7067, -4.2654, 1.9916], [0.0632, -3.7919, 2.4658], [1.3061, -2.5463, 2.2426], [2.7789, -3.9154, -0.1591], [2.2620, -2.6849, -1.3248], [1.8077, -4.3637, -1.5826], [-3.3178, -2.7155, -1.5918], [-3.3433, -2.6056, -0.1104], [-2.3880, -2.0818, 0.6552], [-2.7798, -2.2122, 1.9777], [-3.9901, -2.8115, 2.0042], [-4.3263, -3.0460, 0.6875], [-2.4050, -2.2589, -1.9655], [-4.1726, -2.2077, -2.0387], [-3.3426, -3.7604, -1.9057], [-2.1704, -1.8678, 2.7949], [-4.6291, -3.0901, 2.8232], [-5.1849, -3.4720, 0.3738], [3.8813, 2.7038, -1.5463], [4.9340, 1.8444, -0.8458], [5.1051, 2.2639, 0.6124], [4.5927, 0.3510, -0.9689], [3.2235, 0.0438, -0.5326], [2.1334, -0.1447, -1.2649], [1.1291, -0.3613, -0.4379], [1.6463, -0.2992, 0.8128], [2.8944, -0.0691, 0.7679], [4.2225, 3.7365, -1.6018], [2.9363, 2.6941, -0.9964], [3.7018, 2.3602, -2.5695], [5.8900, 1.9711, -1.3588], [4.1836, 2.1263, 1.1802], [5.3787, 3.3173, 0.6633], [5.8950, 1.6900, 1.0995], [5.2589, -0.2338, -0.3368], [4.6891, 0.0220, -2.0022], [2.0867, -0.1258, -2.3411]], "atomic_forces_ev_per_a": [[-0.8023, -0.5629, -0.5022], [-0.1900, -0.1188, -0.2816], [0.0536, -0.1049, 0.1773], [-0.0649, -0.0265, -0.0534], [0.0212, 0.2610, 0.4217], [-0.0170, -0.2446, -0.1755], [0.3290, -0.1104, -0.2592], [0.4839, -0.0935, 0.2547], [-0.1342, 0.2197, -0.0276], [0.0083, 0.0021, 0.1021], [0.0493, -0.0230, 0.0796], [0.0716, 0.1204, 0.0622], [0.0018, 0.0368, -0.1095], [0.0306, 0.0488, 0.0111], [0.0391, 0.0502, -0.1558], [-0.0140, -0.0919, -0.0874], [-0.0247, -0.0063, 0.0110], [0.0025, 0.0279, -0.0251], [-0.0506, 0.0177, -0.0190], [-0.0744, -0.1173, -0.0522], [-0.0101, -0.0244, 0.0208], [0.0221, -0.1015, 0.0240], [-0.5037, 0.4049, -0.3218], [0.0534, 0.7240, 0.7592], [-0.1202, 0.0862, -0.0166], [-0.2235, 0.3191, -0.2861], [0.0316, 0.0297, 0.0144], [0.0387, -0.0520, -0.0027], [0.0423, -0.0214, 0.0557], [-0.0291, -0.0359, 0.0021], [0.0146, 0.0367, 0.0430], [0.0551, -0.0057, -0.0297], [-0.0403, -0.0413, 0.0363], [0.0504, -0.0377, 0.0239], [0.0364, -0.0122, 0.0028], [-0.0951, -0.0455, 0.0441], [0.1145, 0.0502, -0.0078], [0.2224, -0.5759, -0.3050], [0.1393, 0.0371, 0.0481], [-0.1061, -0.0154, -0.0382], [0.0136, 0.0267, 0.1077], [-0.0124, 0.0333, -0.0536], [0.0148, 0.0325, 0.0211], [-0.0172, 0.0022, 0.0174], [0.0023, 0.0362, -0.0229], [-0.0100, 0.0323, -0.0120], [0.0103, 0.0125, -0.0468], [0.1597, -0.0809, -0.0495], [-0.3705, 0.0840, 0.1376], [0.1011, -0.0220, -0.0733], [0.3933, 0.3673, 0.1238], [-0.0486, -0.0079, -0.1373], [-0.2477, 0.0488, -0.2168], [0.3263, -0.6651, 0.7121], [0.5696, 0.1038, 0.4245], [-0.0572, 0.1685, -0.3088], [-0.0339, 0.0045, -0.0050], [-0.0148, 0.0153, -0.0398], [-0.0293, 0.0582, -0.0023], [0.0061, -0.1076, -0.0289], [0.0025, 0.0383, 0.0036], [-0.0130, -0.0044, 0.0210], [-0.0218, 0.0103, 0.0239], [-0.0532, -0.1258, -0.0504], [-0.1241, -0.0979, 0.0080], [0.0423, 0.0336, 0.0089]], "charge": 2, "homo_ev": -12.89, "e_above_lowest_kcal_mol": 52.4, "e_lumo_ev": -6.97, "orbital_gap_ev": 5.918}